[1]
Density functional theory data (ωB97M-V with the def2-TZVPD basis set) for 2 unconnected molecules or ions with the total composition C3H12N2O.

```
18
Properties=species:S:1:pos:R:3:forces:R:3
N 1.98556 -0.83114 -0.51502 -0.7 1.0 -0.9
C 1.45808 0.49034 -0.88829 0.6 2.7 1.0
C 0.02358 1.01980 -0.75176 -0.5 -0.8 0.2
C -0.76285 0.40916 0.38402 1.7 3.2 3.2
N -1.38354 1.54009 1.26733 -1.9 -1.5 -1.3
H 1.88891 -1.38268 -1.35460 0.0 -0.7 0.3
H 1.51388 -1.24033 0.29056 0.0 0.2 -0.4
H 1.98772 1.30942 -0.34896 0.3 -1.1 0.4
H 1.68166 0.85467 -1.87122 0.9 -1.0 -1.1
H -0.55213 1.05362 -1.68659 0.0 -0.8 0.0
H 0.09642 2.06501 -0.55424 0.4 0.9 0.4
H -1.42622 -0.24148 -0.01471 -2.4 -1.8 -0.6
H -0.18304 -0.13769 1.17320 0.0 0.3 -1.3
H -1.47417 1.15571 2.24284 -0.3 0.5 -1.5
H -2.37970 1.66774 0.84785 2.1 -0.1 1.5
O -1.01976 -2.27436 0.53267 -0.7 0.6 -0.3
H -0.32735 -2.60338 -0.01826 0.7 -0.6 -0.4
H -1.12704 -2.85448 1.26518 0.0 -0.9 0.8
```
Forces are in eV/Å.

Results
* E_HOMO: -0.335 Eh
* energy relative to the best compared isomer or geometry (same formula, charge and spin): 40.17 kcal per mole
* total charge: 0
* structure (SMILES): NCCCN.O
* 2S+1: 1

[2]
Density functional theory data (ωB97M-V with the def2-TZVPD basis set) for 2 unconnected molecules or ions with the total composition C3H12N2O.

```
18
Properties=species:S:1:pos:R:3:forces:R:3
C 1.72926 -1.55423 -0.54140 -0.6 0.4 -0.1
C 2.23989 -0.34013 0.19314 0.3 0.4 -0.3
O 2.72400 0.59174 -0.79006 0.4 -0.1 0.2
H 2.55469 -2.07605 -1.01318 0.0 -0.2 0.0
H 1.16188 -2.19931 0.12156 0.2 -0.3 0.2
H 1.01431 -1.23740 -1.30694 0.2 0.0 -0.1
H 3.04983 -0.63976 0.86538 -0.1 0.1 0.1
H 1.46601 0.18301 0.76207 -0.1 -0.3 0.2
H 3.50923 1.03699 -0.44632 -0.3 -0.1 -0.1
N -1.74157 0.22911 -0.76851 0.2 0.0 0.2
C -1.82657 1.00737 0.48166 0.3 -0.2 -0.3
N -3.14742 1.06500 1.03125 -0.3 0.2 0.2
H -0.76227 0.18967 -1.04645 -0.2 0.0 -0.1
H -2.01133 -0.73138 -0.57245 0.0 0.0 -0.1
H -1.14534 0.63233 1.24722 0.0 -0.2 0.2
H -1.49548 2.01325 0.24818 0.0 0.2 0.0
H -3.73710 1.67820 0.48638 -0.1 -0.1 -0.1
H -3.58201 0.15157 1.04846 0.0 0.0 0.1
```
Forces are in eV/Å.

Results
* E_HOMO: -0.345 Eh
* energy relative to the best compared isomer or geometry (same formula, charge and spin): 12.89 kcal per mole
* total charge: 0
* structure (SMILES): CCO.NCN
* 2S+1: 1

[3]
Density functional theory data (ωB97M-V with the def2-TZVPD basis set) for 2 unconnected molecules or ions with the total composition C3H12N2O.

```
18
Properties=species:S:1:pos:R:3:forces:R:3
C 1.81093 -1.21877 -0.37694 0.1 -0.4 -0.8
C 0.30572 -1.27647 -0.51577 -0.6 0.4 1.0
N -0.37087 -1.17744 0.77206 0.3 -0.4 0.4
C -0.15717 -0.05032 1.63922 0.5 -0.3 -0.4
N -0.44852 1.27301 1.12195 -0.3 0.5 0.1
H 2.16495 -1.93964 0.35065 0.1 0.1 0.4
H 2.20343 -0.22041 -0.18918 -0.1 0.0 0.3
H 2.23303 -1.53162 -1.33399 0.1 0.1 -0.1
H -0.03163 -0.48202 -1.18116 0.0 0.0 -0.4
H -0.02506 -2.23695 -0.89717 0.2 -0.1 -0.4
H -1.27865 -1.60387 0.81316 -0.1 0.2 -0.1
H 0.90207 -0.03101 1.91130 0.0 0.0 0.0
H -0.69473 -0.25251 2.56282 -0.2 0.3 0.0
H -1.39484 1.36059 0.77303 -0.1 -0.2 0.1
H 0.15509 1.52216 0.35173 0.2 -0.1 0.0
O -1.03986 1.88978 -2.24650 0.2 -0.1 -0.1
H -1.73552 2.20490 -1.66311 0.1 0.1 0.0
H -0.24143 2.38642 -2.02385 -0.3 0.0 0.0
```
Forces are in eV/Å.

Results
* E_HOMO: -0.305 Eh
* energy relative to the best compared isomer or geometry (same formula, charge and spin): 9.28 kcal per mole
* total charge: 0
* structure (SMILES): CCNCN.O
* 2S+1: 1

[4]
Density functional theory data (ωB97M-V with the def2-TZVPD basis set) for 2 unconnected molecules or ions with the total composition C3H12N2O.

```
18
Properties=species:S:1:pos:R:3:forces:R:3
C -4.81662 -1.56602 -1.78568 -1.3 0.8 0.1
C -4.36821 -1.61588 -3.17475 -0.8 -3.7 -2.1
O -5.35330 -1.29361 -4.12005 -1.4 0.5 -1.0
H -4.03744 -2.01126 -1.25426 1.1 -0.6 1.5
H -5.77977 -2.07402 -1.59289 0.6 0.0 -0.4
H -4.93932 -0.55142 -1.51348 -0.1 1.1 0.8
H -3.49042 -1.12918 -3.51257 1.1 0.8 0.6
H -4.22903 -2.70828 -3.36916 0.8 0.5 0.2
H -5.60665 -2.10476 -4.58607 0.0 0.6 0.2
N 3.39932 1.45296 2.93738 1.0 1.9 1.0
C 4.62456 2.05676 2.55310 1.8 -2.1 -2.2
N 6.01823 1.67623 3.12699 0.4 0.5 0.7
H 3.05108 1.64053 3.84521 -0.1 0.1 0.8
H 3.15688 0.59361 2.60102 -0.4 -2.6 -0.9
H 4.42870 3.10220 2.62229 0.8 0.9 0.1
H 4.80471 1.73045 1.50170 -0.9 0.9 0.2
H 6.83009 2.10811 2.62217 -1.6 0.1 0.4
H 6.30719 0.69358 3.09905 -1.1 0.2 -0.1
```
Forces are in eV/Å.

Results
* E_HOMO: -0.322 Eh
* energy relative to the best compared isomer or geometry (same formula, charge and spin): 42.07 kcal per mole
* total charge: 0
* structure (SMILES): CCO.NCN
* 2S+1: 1

[5]
Density functional theory data (ωB97M-V with the def2-TZVPD basis set) for 2 unconnected molecules or ions with the total composition C3H12N2O.

```
18
Properties=species:S:1:pos:R:3:forces:R:3
C -0.13909 -0.99853 0.72631 -1.0 -2.4 -1.4
C -0.27735 0.52859 0.62061 -2.0 1.8 -0.2
C 1.03021 1.11642 0.03878 -0.4 0.2 -0.9
N 1.07255 2.47932 -0.52021 -1.3 0.0 1.4
N -1.10654 -1.64444 1.63883 -0.6 2.1 -2.8
H -0.36604 -1.51785 -0.26762 0.2 1.4 0.9
H 0.87997 -1.40664 0.81428 0.0 0.8 0.8
H -1.27129 0.92037 0.17712 1.4 -1.2 -0.4
H -0.48972 1.06563 1.59632 0.9 -1.0 -0.4
H 1.65227 0.41808 -0.62136 -0.6 0.8 1.2
H 1.41617 1.37188 0.99827 2.2 -0.4 0.8
H 0.18622 2.97461 -0.55220 -0.5 -0.2 -0.7
H 1.71684 3.17581 -0.12959 0.8 -0.6 -0.5
H -0.74638 -2.24013 2.32387 0.5 -1.1 0.9
H -1.82644 -2.02376 0.99811 0.5 -0.2 1.5
H -0.67651 -1.75230 -3.30472 0.3 -0.2 -2.9
H -0.29847 -0.81888 -2.13728 -0.5 -0.9 -0.8
O -0.75641 -1.64816 -2.39952 0.2 1.2 3.4
```
Forces are in eV/Å.

Results
* E_HOMO (alpha / beta): -0.490 / -0.467 Eh
* energy relative to the best compared isomer or geometry (same formula, charge and spin): 54.59 kcal per mole
* expectation value of S²: 0.756
* total charge: +1
* 2S+1: 2

[6]
Density functional theory data (ωB97M-V with the def2-TZVPD basis set) for 2 unconnected molecules or ions with the total composition C3H12N2O2.

```
19
Properties=species:S:1:pos:R:3:forces:R:3
C -0.13479 0.51952 1.25096 -1.8 0.9 2.2
C 1.07070 1.34852 1.60150 2.6 4.1 -3.9
O 2.37575 1.26676 0.83413 -1.9 -0.3 0.8
N -1.34573 1.39021 0.76131 3.7 -2.4 -1.0
C -2.41763 0.45492 0.46561 -4.1 2.6 1.1
N -2.88123 0.64658 -0.88700 3.1 -3.5 4.5
H -0.60437 0.10164 2.23297 1.1 0.2 -1.6
H 0.00874 -0.29189 0.51693 0.2 0.4 0.3
H 1.03752 2.51870 1.40818 -1.5 -2.1 0.1
H 1.38440 1.45175 2.56851 0.3 -1.1 2.9
H 2.43733 0.46719 0.32778 0.1 -0.8 -0.3
H -0.94458 1.91157 -0.03042 -0.8 0.8 0.3
H -3.22483 0.65142 1.26921 0.8 -0.2 -1.5
H -2.06012 -0.50563 0.74096 0.2 -1.2 -0.4
H -2.14810 0.34475 -1.44244 0.9 -0.1 -2.5
H -3.52801 1.29679 -1.08021 -2.7 2.7 -1.2
H 3.19538 -4.73007 -3.95535 0.7 -0.3 -0.6
H 3.04495 -4.90056 -2.41412 -0.2 0.2 -1.0
O 2.60934 -4.58063 -3.23045 -0.5 0.1 1.5
```
Forces are in eV/Å.

Results
* E_HOMO (alpha / beta): -0.496 / -0.496 Eh
* energy relative to the best compared isomer or geometry (same formula, charge and spin): 87.41 kcal per mole
* expectation value of S²: 0.757
* total charge: +1
* 2S+1: 2

[7]
Density functional theory data (ωB97M-V with the def2-TZVPD basis set) for 2 unconnected molecules or ions with the total composition C3H12N2OS.

```
19
Properties=species:S:1:pos:R:3:forces:R:3
N 2.33710 0.63723 -1.79683 -0.3 -2.8 0.1
C 1.52154 1.64242 -1.24688 -1.9 3.2 -3.4
N 0.58124 1.47756 -0.20367 -3.6 -0.2 2.4
C -0.49170 0.44348 -0.61043 2.1 0.7 -0.7
C -1.47525 -0.05882 0.39293 -1.5 -0.6 -0.3
S -1.91974 -1.88328 0.33390 1.5 0.8 0.9
H 1.74296 0.08531 -2.42131 0.5 -0.2 0.3
H 2.98902 1.07811 -2.41634 0.5 0.2 0.0
H 0.92358 2.05112 -2.13303 0.2 0.0 0.5
H 2.17363 2.43957 -1.05090 0.8 1.3 1.0
H 0.05747 2.41137 0.00225 1.7 -2.0 -0.6
H 0.23064 -0.28821 -0.93956 -0.6 -1.0 -0.4
H -1.16411 0.75218 -1.41110 0.8 0.5 -0.8
H -2.46196 0.34885 0.07400 0.7 0.2 1.1
H -1.14967 0.16926 1.38822 -0.4 0.2 0.6
H -1.02145 -2.13022 1.34873 -0.6 -0.3 -0.7
O 0.99761 -0.35336 2.60894 1.1 -0.2 -2.6
H 0.98392 0.14278 1.70850 0.1 -0.8 2.0
H 1.67505 -1.06673 2.42627 -1.1 1.2 0.4
```
Forces are in eV/Å.

Results
* E_HOMO: -0.330 Eh
* energy relative to the best compared isomer or geometry (same formula, charge and spin): 44.82 kcal per mole
* total charge: 0
* structure (SMILES): NCNCCS.O
* 2S+1: 1

[8]
Density functional theory data (ωB97M-V with the def2-TZVPD basis set) for 2 unconnected molecules or ions with the total composition C3H12N2OS.

```
19
Properties=species:S:1:pos:R:3:forces:R:3
N -0.00622 0.22245 -1.67794 -0.8 -0.5 -2.1
C -0.78577 -0.53189 -0.64636 -1.6 0.1 -0.9
C -0.40732 -0.12388 0.77128 0.1 0.6 1.0
N 0.96699 -0.44517 1.10831 -0.1 -0.8 0.6
C -1.46483 -0.72453 1.77851 1.5 0.0 -0.8
S -1.41701 -0.15321 3.50557 1.6 1.6 -0.8
H 0.16219 -0.45059 -2.44656 0.8 -0.2 1.0
H -0.59786 0.77948 -2.33216 -0.2 0.3 1.6
H -0.72506 -1.60915 -0.89574 0.4 0.4 0.7
H -1.89426 -0.34122 -0.70945 0.8 0.1 -0.3
H -0.63010 0.99566 0.80159 0.7 -1.1 0.0
H 1.14153 -1.23655 1.74944 -0.3 1.2 -0.7
H 1.73916 0.19263 0.96482 -0.6 -0.2 0.0
H -1.41839 -1.82928 1.69407 -0.4 0.6 0.3
H -2.35918 -0.26442 1.45972 -1.3 -0.5 -0.8
H -0.81277 1.08084 3.07731 -0.9 -1.6 1.0
O 3.02443 1.68158 -2.49837 0.2 0.9 1.1
H 2.08207 1.52606 -2.47196 -0.3 -0.4 0.0
H 3.40240 1.23120 -3.23208 0.1 -0.6 -0.9
```
Forces are in eV/Å.

Results
* E_HOMO: -0.323 Eh
* energy relative to the best compared isomer or geometry (same formula, charge and spin): 30.22 kcal per mole
* total charge: 0
* structure (SMILES): NC[C@H](N)CS.O
* 2S+1: 1

Per-record DFT total energy, a.u.: -306.1799 -306.2234 -306.2292 -306.1769 -305.8457 -381.0734 -704.3668 -704.3901